one.
Molecular formula: C5H6N2S
Method: DFT, ωB97M-V with the def2-TZVPD basis set

Geometry as XYZ:
```
14
Properties=species:S:1:pos:R:3
S 1.617 -1.312 -1.016
C 1.634 0.277 -0.545
C 0.561 0.653 0.622
C -0.065 -0.597 1.203
C -1.366 -0.608 1.136
N -2.187 0.243 0.427
C -1.584 1.393 -0.334
N -0.339 1.595 -0.332
H 2.352 1.061 -1.012
H 1.208 1.331 1.399
H 0.333 -1.747 1.332
H -1.671 -1.442 1.658
H -3.108 0.296 0.774
H -2.383 1.925 -1.054
```

Output
- Gap between HOMO and LUMO: 0.303 Ha
- SMILES: S=C[C@@H]1C=CNC=N1

Here are the Löwdin charges for atoms 1 to 5, given in e: S 0.651; C -0.561; C -0.326; C -0.194; C -0.212

***

two.
Molecular formula: C5H6N2S
Method: DFT, ωB97M-V with the def2-TZVPD basis set

Geometry as XYZ:
```
14
Properties=species:S:1:pos:R:3
C -2.213 -2.098 -0.492
C -0.001 -1.180 -0.910
C 1.124 -1.857 -0.762
C 0.925 0.033 0.879
C -0.160 -0.097 0.066
N -3.012 -1.245 -0.364
N -1.101 0.882 0.042
S 2.045 -1.222 0.581
H -0.776 -1.176 -1.729
H 1.730 -2.579 -1.338
H 1.266 0.537 1.806
H -3.818 -0.785 -0.287
H -1.996 0.537 -0.299
H -1.417 1.371 0.901
```

Output
- Gap between HOMO and LUMO: 0.311 Ha

Here are the Löwdin charges for atoms 1 to 5, given in e: C 0.024; C -0.260; C -0.405; C -0.398; C -0.480

***

Which structure wins on stability? two wins.

***

one.
Molecular formula: C3H3N5
Method: DFT, ωB97M-V with the def2-TZVPD basis set

Geometry as XYZ:
```
11
Properties=species:S:1:pos:R:3
C 1.346 1.125 0.016
C -0.010 -0.710 0.014
C 0.002 0.762 -0.207
H 2.050 2.034 0.137
H 2.974 -0.334 0.148
H -1.647 2.024 1.026
N 1.957 -0.168 -0.008
N 1.193 -1.153 0.050
N -1.296 -1.130 0.017
N -2.218 -0.112 0.025
N -1.266 1.021 -0.121
```

Output
- Gap between HOMO and LUMO: 0.299 Ha

Here are the Löwdin charges for atoms 1 to 5, given in e: C 0.006; C -0.352; C -0.310; H 0.132; H 0.177

***

two.
Molecular formula: C3H3N5
Method: DFT, ωB97M-V with the def2-TZVPD basis set

Geometry as XYZ:
```
11
Properties=species:S:1:pos:R:3
H 0.957 2.035 -1.458
N -0.007 1.698 -1.165
C -0.273 0.447 -1.046
N -1.415 -0.297 -0.619
C -1.425 -0.554 0.646
N -0.417 -0.327 1.523
C 0.838 -0.329 1.012
N 1.449 -0.777 -0.277
N 0.702 -0.453 -1.303
H -2.205 -1.098 1.034
H 1.797 -0.346 1.654
```

Output
- Gap between HOMO and LUMO: 0.314 Ha
- SMILES: [H]/N=c1/ncncnn1

Here are the Löwdin charges for atoms 1 to 5, given in e: H 0.091; N 0.164; C -0.586; N 0.167; C -0.215

***

three.
Molecular formula: C3H3N5
Method: DFT, ωB97M-V with the def2-TZVPD basis set

Geometry as XYZ:
```
11
Properties=species:S:1:pos:R:3
H 2.409 -0.894 0.759
N 2.152 -0.026 0.622
C 1.078 0.081 0.048
N 0.533 1.292 -0.476
C -0.756 1.432 -0.211
C -1.440 0.353 0.544
N -1.514 -0.847 0.412
N -0.679 -1.298 -0.552
N 0.573 -1.033 -0.548
H -1.212 2.405 -0.769
H -1.949 0.682 1.525
```

Output
- Gap between HOMO and LUMO: 0.324 Ha
- SMILES: [H]/N=c1/nccnnn1

Here are the Löwdin charges for atoms 1 to 5, given in e: H -0.003; N 0.215; C -0.575; N 0.143; C -0.075

***

four.
Molecular formula: C3H3N5
Method: DFT, ωB97M-V with the def2-TZVPD basis set

Geometry as XYZ:
```
11
Properties=species:S:1:pos:R:3
C -1.173 0.952 -0.169
N -1.915 -0.195 0.001
C -1.121 -1.210 0.036
N 0.136 -0.791 0.233
N 1.501 -1.271 -0.145
N 2.283 -0.219 -0.089
N 1.481 0.792 0.128
C 0.174 0.541 0.001
H -1.866 1.844 -0.045
H -1.453 -2.201 -0.090
H 1.952 1.757 0.138
```

Output
- Gap between HOMO and LUMO: 0.336 Ha
- SMILES: c1ncn2nn[nH]c12

Here are the Löwdin charges for atoms 1 to 5, given in e: C -0.079; N 0.032; C -0.199; N -0.003; N 0.094

***

Which structure wins on stability? four wins.

***

one.
Molecular formula: C4H14N2O2
Method: DFT, ωB97M-V with the def2-TZVPD basis set

Geometry as XYZ:
```
22
Properties=species:S:1:pos:R:3
C 0.657 1.664 -1.911
C 0.408 0.172 -2.049
C -0.967 -0.264 -1.482
N 0.132 -2.280 0.358
C -0.583 -1.174 0.661
N -1.011 -0.195 -0.033
H -0.217 2.237 -2.184
H 0.849 1.874 -0.857
H 1.542 2.023 -2.435
H 0.545 -0.250 -3.051
H 1.126 -0.365 -1.432
H -1.071 -1.307 -1.799
H -1.754 0.384 -1.861
H 0.578 -2.781 1.112
H 0.398 -2.510 -0.582
H -0.716 -1.094 1.745
H 0.972 0.123 2.972
H 0.240 -0.736 3.991
O 1.097 -0.637 3.563
H -0.400 2.402 1.924
H -0.972 1.142 1.234
O -0.850 1.573 2.116
```

Output
- Total charge: -1
- Multiplicity: 2
- Gap between HOMO and LUMO (alpha / beta): 0.098 / 0.326 Ha

Here are the Löwdin charges for atoms 1 to 5, given in e: C -0.157; C -0.326; C -0.312; N 0.040; C -0.483

***

two.
Molecular formula: C4H14N2O2
Method: DFT, ωB97M-V with the def2-TZVPD basis set

Geometry as XYZ:
```
22
Properties=species:S:1:pos:R:3
N 1.112 1.512 2.752
C 1.226 0.236 1.990
C 1.694 0.557 0.501
N 1.305 -0.464 -0.474
C 0.049 -0.037 -1.266
C 0.249 -0.555 -2.806
O 0.483 0.601 -3.526
H 1.164 1.107 -3.011
H 0.200 1.556 3.326
H 1.870 1.729 3.470
H 2.033 -0.463 2.356
H 0.261 -0.384 1.969
H 2.799 0.487 0.503
H 1.213 1.627 0.204
H 1.132 -1.343 -0.001
H -0.061 1.005 -1.311
H -0.867 -0.632 -0.859
H 1.002 -1.171 -2.794
H -0.638 -1.104 -3.143
H -5.642 -2.306 2.110
H -4.854 -1.307 2.970
O -4.962 -1.519 1.996
```

Output
- Total charge: -1
- Multiplicity: 2
- Gap between HOMO and LUMO (alpha / beta): 0.073 / 0.332 Ha

Here are the Löwdin charges for atoms 1 to 5, given in e: N -0.082; C -0.361; C -0.274; N -0.103; C -0.152

***

Which structure wins on stability? one wins.